(1)
The following is a quantum chemistry calculation of C3H2INO2 in the gas phase, from the OMol25 dataset.

Last column: Mulliken charge in e.
Atoms and positions in Å:
C  -1.19  1.28  -0.71  -0.12
C  -0.94  0.21  -0.15  -0.24
C  -0.54  -1.15  0.18  0.37
O  -1.42  -1.92  -0.03  -0.42
O  0.79  -1.37  0.15  -0.15
N  1.38  -0.26  0.77  -0.42
I  2.54  0.79  -0.58  0.21
H  -1.08  2.28  -0.99  0.39
H  0.46  0.14  1.37  0.36

Output
E_HOMO = -9.411 eV
2S+1 = 1
gap between HOMO and LUMO = 8.464 eV
energy above the lowest of the compared OMol25 structures with the same formula, charge and spin = 5.2881 eV


(2)
The following is a quantum chemistry calculation of a molecular structure, C17H48InN10O21S, from the OMol25 dataset.

Last column: Mulliken charge in e.
Atoms and positions in Å:
C  -3.63  0.83  2.52  -1.03
C  -2.19  1.07  1.99  0.29
C  -1.86  2.53  1.59  -0.55
C  -2.90  3.26  0.67  -0.34
C  -2.38  3.46  -0.80  -1.33
In  -2.71  1.69  -2.16  0.82
S  -3.82  -0.27  -1.04  -0.58
C  -0.70  0.96  -2.85  -0.82
C  0.24  2.07  -3.41  -0.25
O  -0.31  3.39  -3.36  -0.51
H  -4.31  1.68  2.41  0.35
H  -3.58  0.62  3.61  0.37
H  -4.01  -0.09  2.05  0.09
H  -1.96  0.36  1.19  0.11
H  -1.51  0.81  2.82  -0.08
H  -0.88  2.53  1.10  0.22
H  -1.74  3.13  2.51  0.33
H  -3.02  4.28  1.09  0.34
H  -3.90  2.81  0.66  0.19
H  -1.33  3.79  -0.80  0.26
H  -2.96  4.31  -1.21  0.41
H  -3.61  2.25  -3.61  -0.41
H  -4.80  0.24  -0.23  0.00
H  -0.18  0.45  -2.02  0.30
H  -0.87  0.22  -3.66  0.39
H  0.54  1.79  -4.43  0.05
H  1.17  2.07  -2.81  0.12
H  0.18  3.84  -2.70  0.32
C  -1.83  -3.73  -1.04  -0.55
N  -0.46  -3.41  -1.52  0.87
O  0.47  -4.01  -1.02  -0.59
O  -0.37  -2.57  -2.38  -0.45
H  -1.76  -4.49  -0.27  0.28
H  -2.25  -2.81  -0.64  0.13
H  -2.40  -4.08  -1.89  0.26
C  2.42  -2.14  -4.42  -0.74
N  2.86  -0.95  -5.19  1.02
O  4.04  -0.69  -5.23  -0.57
O  2.00  -0.30  -5.73  -0.55
H  3.30  -2.61  -3.99  0.27
H  1.74  -1.80  -3.64  0.26
H  1.92  -2.81  -5.11  0.30
C  -6.11  -1.50  4.88  -0.75
N  -4.83  -2.10  4.43  0.98
O  -3.89  -2.04  5.19  -0.56
O  -4.82  -2.61  3.34  -0.54
H  -5.98  -1.09  5.87  0.28
H  -6.38  -0.73  4.16  0.31
H  -6.86  -2.30  4.89  0.30
C  5.28  1.88  -6.01  -0.81
N  6.44  2.81  -5.97  1.06
O  7.53  2.37  -6.27  -0.59
O  6.23  3.96  -5.65  -0.57
H  5.63  0.90  -6.31  0.33
H  4.86  1.85  -5.00  0.34
H  4.57  2.28  -6.72  0.35
C  -5.52  -3.61  8.85  -0.59
N  -6.80  -2.89  8.66  0.92
O  -7.79  -3.34  9.20  -0.53
O  -6.78  -1.89  7.98  -0.56
H  -5.69  -4.47  9.48  0.20
H  -5.17  -3.90  7.86  0.26
H  -4.83  -2.92  9.32  0.30
C  -8.92  -7.30  9.81  -0.75
N  -7.59  -6.69  9.55  0.87
O  -6.95  -6.33  10.51  -0.52
O  -7.25  -6.60  8.40  -0.50
H  -9.10  -7.31  10.88  0.31
H  -9.66  -6.68  9.30  0.29
H  -8.91  -8.30  9.41  0.29
C  1.55  -0.70  4.41  -0.73
N  1.46  0.79  4.39  0.90
O  2.40  1.41  4.83  -0.56
O  0.45  1.26  3.94  -0.52
H  2.50  -0.98  4.84  0.32
H  0.72  -1.06  5.02  0.27
H  1.47  -1.04  3.39  0.27
C  9.33  3.69  -4.16  -0.64
N  10.24  3.21  -3.09  0.89
O  11.09  2.41  -3.39  -0.54
O  10.07  3.66  -1.98  -0.54
H  9.60  3.20  -5.09  0.33
H  8.31  3.42  -3.87  0.23
H  9.44  4.76  -4.23  0.27
C  4.42  5.62  -8.59  -0.69
N  4.30  4.21  -9.03  0.87
O  4.74  3.36  -8.29  -0.56
O  3.76  4.01  -10.09  -0.53
H  4.92  5.64  -7.63  0.25
H  5.01  6.14  -9.34  0.28
H  3.42  6.03  -8.52  0.29
C  5.92  -1.47  -1.43  -0.80
N  4.61  -0.80  -1.62  0.85
O  3.63  -1.32  -1.14  -0.49
O  4.62  0.23  -2.25  -0.46
H  5.76  -2.37  -0.85  0.31
H  6.32  -1.70  -2.42  0.29
H  6.57  -0.78  -0.90  0.30

Output
E_HOMO = -4.332 eV
2S+1 = 1
gap between HOMO and LUMO = 5.370 eV
total charge = -1


(3)
The following is a quantum chemistry calculation of a molecular structure, C17H25F3N4O2P2SV, from the OMol25 dataset.

Last column: Mulliken spin population.
Atoms and positions in Å:
V  0.32  -0.29  0.34  2.05
C  -2.12  1.45  -1.68  0.01
P  -1.48  1.23  0.03  -0.02
C  -1.28  2.95  0.62  0.02
C  -3.04  0.72  0.89  -0.01
C  -2.70  -0.06  2.15  0.00
P  -1.39  -1.26  1.66  -0.03
C  -2.41  -2.57  0.89  0.00
C  -0.92  -2.03  3.25  0.01
H  -3.17  1.75  -1.64  0.00
H  -2.03  0.50  -2.22  -0.01
H  -1.55  2.21  -2.21  0.00
H  -2.10  3.56  0.24  0.00
H  -0.32  3.35  0.30  0.00
H  -1.29  2.95  1.71  0.00
H  -3.60  0.08  0.20  0.00
H  -3.64  1.61  1.10  0.00
H  -3.58  -0.57  2.55  0.00
H  -2.31  0.60  2.93  0.00
H  -3.28  -2.75  1.51  0.00
H  -1.81  -3.48  0.82  0.00
H  -2.72  -2.28  -0.11  0.00
H  -1.82  -2.31  3.79  0.00
H  -0.34  -1.33  3.84  -0.01
H  -0.32  -2.93  3.05  0.00
N  4.72  -5.42  3.93  0.00
C  4.04  -4.74  2.97  0.00
C  4.06  -5.16  1.63  0.00
C  3.37  -4.47  0.66  0.00
C  2.62  -3.36  1.03  0.00
C  2.56  -2.94  2.35  0.01
C  3.26  -3.62  3.32  0.00
S  1.74  -2.42  -0.17  -0.01
O  0.33  -2.31  0.33  0.01
O  1.84  -2.93  -1.49  0.00
N  2.17  -0.88  -0.01  0.03
C  2.18  -0.09  -1.09  0.01
N  2.96  -0.27  -2.14  -0.01
C  2.90  0.64  -3.09  0.02
C  2.09  1.77  -2.99  0.00
C  1.26  1.85  -1.89  0.02
N  1.27  0.90  -0.96  -0.06
H  5.39  -6.12  3.66  0.00
H  4.84  -4.99  4.83  0.00
H  4.64  -6.03  1.36  0.00
H  3.41  -4.76  -0.37  0.00
H  1.99  -2.06  2.61  0.02
H  3.22  -3.29  4.34  0.00
H  3.55  0.48  -3.94  0.00
H  2.09  2.52  -3.76  0.00
H  0.59  2.69  -1.74  0.00
F  1.89  0.21  2.53  0.02
C  0.91  0.84  1.85  -0.10
F  1.42  2.05  1.50  0.01
F  -0.02  1.14  2.81  0.01

Output
E_HOMO (alpha / beta) = -11.005 / -11.008 eV
2S+1 = 3
gap between HOMO and LUMO (alpha / beta) = 8.167 / 7.987 eV
total charge = +1


no.,strongest force on any atom (eV/A),calculated total energy (Ha)
1,4.24,-618.2335
2,1.67,-3391.4827
3,2.56,-3356.6205